Entry 1:
Density functional theory data (wB97M-V/def2-TZVPD) for a molecular structure, C32H49N4SSbSi4Ti at a distorted geometry.

Each line ends with the Mulliken charge.
Element x y z (Å)
Ti1 10.591 11.686 10.281  -0.1516
C1 6.913 10.445 7.145  -0.8153
C2 7.075 11.902 7.001  0.7863
C3 6.307 12.548 5.993  -0.7679
C4 6.166 13.920 5.978  -0.4491
C5 7.009 14.630 6.837  -0.9990
C6 7.952 13.895 7.557  0.2174
N1 7.949 12.583 7.739  0.0528
Sb1 9.694 14.716 8.461  1.0783
C7 9.304 14.198 10.591  0.1769
C8 8.410 15.153 11.100  -1.1185
C9 8.318 15.212 12.507  -0.9226
C10 9.112 14.389 13.335  -0.6754
C11 9.959 13.499 12.762  -0.6208
C12 10.824 12.587 13.591  0.4761
N2 9.974 13.338 11.409  1.6385
C13 11.113 13.148 7.822  -0.1600
C14 12.003 13.727 6.924  -0.9630
C15 12.703 12.864 6.037  -0.8680
C16 12.311 11.555 5.985  -0.8284
C17 11.496 11.044 7.037  0.4220
C18 11.191 9.532 6.937  -0.9606
N3 10.973 11.824 7.993  0.9898
H1 6.777 9.993 6.179  0.4813
H2 6.099 10.109 7.806  0.2054
H3 7.837 10.008 7.571  -0.1902
H4 5.836 11.950 5.253  0.4741
H5 5.448 14.421 5.310  0.4332
H6 7.153 15.696 6.803  0.5027
H7 7.831 15.878 10.551  0.5609
H8 7.699 15.961 12.983  0.4534
H9 9.048 14.453 14.412  0.5888
H10 10.354 11.642 13.754  -0.3868
H11 11.840 12.393 13.089  -1.5141
H12 11.077 12.963 14.593  0.7927
H13 12.289 14.756 7.072  0.5515
H14 13.450 13.295 5.462  0.5354
H15 12.733 10.843 5.273  0.4982
H16 10.222 9.251 6.402  0.2822
H17 11.016 8.960 7.838  -0.1493
H18 11.870 9.013 6.355  0.5534
S1 9.184 9.355 10.107  -0.8777
C19 10.832 8.736 9.995  -0.4630
C20 11.151 7.402 9.743  -0.5795
C21 12.491 7.013 9.576  -0.7581
C22 13.379 8.017 9.447  -1.2778
C23 12.987 9.344 9.740  -0.5538
N4 11.754 9.705 10.002  2.0265
H19 10.432 6.565 9.838  0.5137
H20 12.705 5.970 9.461  0.5707
H21 14.485 7.774 9.309  0.4102
H22 13.727 10.090 9.760  0.2083
C24 6.391 9.135 13.045  -1.1594
Si1 7.361 10.714 12.691  1.0037
C25 6.569 11.438 11.121  -0.3664
C26 7.154 11.956 14.055  -0.6925
Si2 9.501 10.187 12.169  0.6552
Si3 10.237 8.528 13.689  1.1374
C27 9.721 6.886 13.013  -1.3198
C28 12.137 8.686 13.868  -1.1425
C29 9.694 8.800 15.370  -1.2876
Si4 13.099 12.721 10.947  1.5228
C30 14.193 12.540 9.360  -1.6285
C31 13.977 11.840 12.305  -1.4749
C32 12.858 14.533 11.378  -0.9801
H23 7.013 8.401 13.599  0.1938
H24 5.994 8.706 12.131  0.3600
H25 5.608 9.318 13.753  0.4102
H26 5.740 10.813 10.759  0.4228
H27 7.268 11.372 10.299  -0.6109
H28 6.201 12.487 11.281  0.2574
H29 8.152 12.380 14.147  -0.2377
H30 6.931 11.532 15.023  0.5236
H31 6.458 12.730 13.766  0.3781
H32 8.664 6.797 12.756  0.3382
H33 9.732 6.135 13.812  0.5279
H34 10.361 6.441 12.246  0.3738
H35 12.548 7.922 13.193  0.2973
H36 12.428 8.641 14.885  0.5634
H37 12.500 9.673 13.560  -0.0152
H38 8.642 8.965 15.510  0.3739
H39 10.310 9.514 15.903  0.3563
H40 9.862 7.837 15.915  0.3999
H41 13.757 12.062 8.501  0.3195
H42 15.111 11.955 9.565  0.5582
H43 14.495 13.523 9.072  0.5096
H44 13.715 10.772 12.175  0.2049
H45 13.826 12.163 13.348  0.4315
H46 15.022 11.945 12.119  0.5243
H47 12.592 15.102 10.436  0.1939
H48 13.812 15.013 11.616  0.5298
H49 12.037 14.744 12.139  0.1181

Atomic forces in eV per Å
Ti 0.4663 -0.4654 -0.2193
C 1.1204 -1.1632 0.9315
C -0.7043 0.7755 -1.1323
C 0.2484 0.1665 0.9679
C 0.0047 0.1033 0.0993
C 1.2432 -0.3078 -0.1895
C 0.0023 0.6168 0.5513
N -0.6760 -0.9133 -0.2153
Sb 0.5888 0.1449 0.6576
C -0.6182 0.1385 -0.3310
C 0.7191 -0.7364 2.3898
C 0.4652 -0.1556 -0.2497
C -0.8918 1.3939 -0.4887
C 0.4171 -1.1963 -0.1821
C 2.0857 0.7172 -0.4831
N -0.0006 0.6868 -0.5377
C -0.1152 1.4499 0.2097
C 0.5529 -1.6566 0.2950
C -1.8384 0.7386 1.5516
C -0.0155 -0.6630 0.9319
C -0.0835 -1.6196 -1.0817
C -2.7378 0.7146 0.4288
N -0.3548 -0.5986 -0.3596
H -0.2722 -0.2515 -0.4366
H 0.0707 0.4572 -0.2558
H -0.3745 0.2151 -0.1279
H -0.6430 -0.4594 -0.2959
H 0.5554 -0.2592 0.3095
H -0.4372 0.2656 -0.0324
H 0.1518 -0.1301 -0.5303
H -0.2009 -0.0638 -0.0684
H 0.0616 0.1825 -0.0374
H -0.3435 -0.7417 0.1854
H -1.8305 0.1720 0.6831
H -0.3779 0.3093 -0.3247
H -0.2329 0.2823 -0.4751
H 1.2875 0.4079 -1.3331
H -0.1815 0.3197 0.1800
H 0.8060 1.2543 0.3584
H 0.4502 0.4521 0.2569
H 1.8654 -0.7279 -1.0121
S -0.0966 0.0681 0.2227
C -0.3486 -1.1976 -0.5605
C -0.3126 -0.9342 1.1467
C -2.1316 0.1752 -0.4821
C 3.0580 1.0889 0.6421
C 0.8391 -1.4895 -0.4979
N -0.4094 0.4002 0.5446
H 0.0344 1.0580 -0.2401
H 0.3450 -0.2867 -0.0364
H -1.6680 0.6360 0.0370
H 0.7403 0.8940 -0.0451
C 1.3566 -0.4273 0.5804
Si -2.3042 -0.0085 -0.5454
C -0.3993 0.3183 0.2078
C 1.0897 -0.2136 0.0937
Si 0.9348 -0.0745 -0.8413
Si 1.9816 0.1239 -1.1489
C -0.4206 -1.1748 0.4175
C -0.9804 0.3515 -1.7941
C -0.6751 -0.9263 1.8127
Si -0.5246 0.0548 -1.0907
C 0.1372 -0.7207 1.1119
C -0.5732 -0.8615 0.5811
C -1.0359 1.0233 -0.8797
H -0.2004 0.0886 -0.5777
H -0.0133 -0.2319 -0.0217
H -0.7832 0.3945 0.1654
H -0.0595 0.2308 0.4210
H 0.3365 0.5568 -0.4489
H 0.4153 -0.9020 -0.3708
H -0.1972 0.3503 0.3119
H -0.3427 -0.1385 0.2087
H -0.2254 0.1779 0.1010
H 0.0162 0.4016 -0.5965
H 0.4538 0.1729 0.3224
H -0.1998 0.3732 -0.1257
H 0.4852 0.1756 0.5299
H 0.4028 -0.7918 0.9922
H -0.1479 -0.1529 -0.2984
H -0.5288 0.4681 0.1891
H -0.1409 0.4034 0.0098
H 0.0722 0.4888 -0.4419
H -0.4914 -0.1126 -0.3229
H -0.3417 0.3704 0.1489
H 0.3135 0.7729 -0.2932
H 0.3273 0.3345 0.4396
H -0.1759 -0.2089 -0.4856
H 0.9636 0.0088 -0.1970
H -0.1452 -0.6056 0.8084
H -0.0774 -0.1955 0.5605
H 1.4149 -0.1613 -0.8526

total charge = +2
energy relative to the best compared isomer or geometry (same formula, charge and spin) = 46.4 kJ/mol
total energy = -111924.7065 eV
HOMO-LUMO gap (alpha / beta) = 6.88 / 6.84 eV


Entry 2:
Density functional theory data (wB97M-V/def2-TZVPD) for a molecular structure, C9H36F2N19O13S2Sn at a distorted geometry.

Each line ends with the Mulliken charge.
Element x y z (Å)
Sn1 2.832 0.200 4.607  1.4591
N1 1.638 0.943 0.121  -0.6242
S1 1.973 -0.407 0.871  0.6564
O1 1.936 -1.533 0.001  -0.3082
O2 1.534 -0.542 2.251  -0.1554
F1 3.522 -0.059 1.009  -0.4037
S2 -0.034 0.626 -0.010  0.7114
O3 -0.825 1.281 0.994  -0.6174
O4 -0.552 -0.566 -0.590  -0.4772
F2 -0.177 1.662 -1.230  -0.1395
C1 -0.640 -4.574 -1.591  0.5102
O5 -1.596 -4.695 -0.820  -0.7362
N2 -0.003 -3.393 -1.832  -0.0821
N3 -0.104 -5.639 -2.253  -0.4213
H1 -0.426 -2.505 -1.634  0.0890
H2 0.955 -3.402 -2.138  0.1524
H3 0.804 -5.536 -2.672  0.2013
H4 -0.547 -6.509 -2.015  0.2509
C2 -4.134 1.094 -1.246  0.6232
O6 -3.187 1.241 -2.003  -0.5194
N4 -5.391 1.585 -1.432  -0.4295
N5 -4.003 0.418 -0.066  -0.3187
H5 -5.557 2.166 -2.233  0.2266
H6 -6.110 1.461 -0.746  0.1458
H7 -4.787 0.065 0.451  0.2073
H8 -3.133 -0.068 0.076  0.1217
C3 0.798 -4.295 2.234  0.6675
O7 1.570 -5.083 1.700  -0.6949
N6 1.103 -3.641 3.396  -0.3186
N7 -0.422 -4.003 1.711  -0.1829
H9 0.745 -2.732 3.644  0.1560
H10 1.991 -3.846 3.820  0.2454
H11 -0.534 -4.328 0.756  0.1467
H12 -1.048 -3.530 2.332  0.1109
C4 -1.245 4.983 -0.483  0.6084
O8 -0.246 4.817 0.201  -0.5545
N8 -2.092 3.956 -0.806  -0.0518
N9 -1.603 6.181 -1.047  -0.4783
H13 -1.922 2.984 -0.631  -0.2225
H14 -2.940 4.155 -1.304  0.1926
H15 -0.899 6.897 -1.000  0.2502
H16 -2.210 6.205 -1.847  0.1905
C5 -0.436 2.951 -4.952  0.5486
O9 0.767 3.104 -4.834  -0.6919
N10 -1.324 2.934 -3.909  -0.2454
N11 -1.056 2.935 -6.173  -0.3851
H17 -2.275 2.609 -3.961  0.2241
H18 -0.940 2.822 -2.986  0.1477
H19 -1.968 2.571 -6.368  0.1632
H20 -0.513 3.344 -6.913  0.2405
C6 3.451 1.152 -2.991  0.3946
O10 4.164 1.544 -3.888  -0.6630
N12 3.822 0.671 -1.758  -0.2292
N13 2.075 1.324 -2.960  -0.1018
H21 4.808 0.545 -1.628  0.1532
H22 3.066 0.723 -1.088  0.3767
H23 1.622 1.091 -2.108  0.2688
H24 1.519 1.545 -3.767  0.0802
C7 -0.673 -0.411 5.094  0.6141
O11 0.188 -1.219 4.722  -0.6382
N14 -0.564 0.222 6.308  -0.3986
N15 -1.821 -0.139 4.456  -0.3248
H25 0.039 -0.108 7.041  0.2558
H26 -1.248 0.898 6.603  0.1481
H27 -2.594 0.310 4.910  0.2116
H28 -1.902 -0.426 3.493  0.1776
C8 0.281 3.022 3.700  0.4740
O12 1.126 2.188 3.288  -0.4745
N16 0.572 3.895 4.701  -0.3802
N17 -0.822 3.322 2.991  -0.0766
H29 -0.026 4.644 5.000  0.1607
H30 1.426 3.729 5.198  0.1827
H31 -1.040 2.707 2.216  0.2361
H32 -1.540 3.819 3.488  0.2559
C9 3.723 -4.771 -1.660  0.4652
O13 4.588 -4.125 -2.228  -0.6702
N18 3.428 -6.061 -2.047  -0.4037
N19 2.936 -4.292 -0.666  0.0027
H33 4.137 -6.278 -2.732  0.2481
H34 2.895 -6.692 -1.481  0.2276
H35 2.918 -3.328 -0.382  0.1539
H36 2.156 -4.798 -0.276  0.0844

Atomic forces in eV per Å
Sn -3.1078 0.1255 -2.6566
N -3.9119 -1.8187 1.5009
S 3.6834 -0.3568 -1.8603
O -0.2234 -0.2004 1.2951
O 0.5268 0.0305 1.6578
F -0.0503 -0.2973 0.8822
S -1.1092 4.3494 -3.1556
O 0.3423 -0.7918 0.5908
O 0.6963 -0.3851 0.8612
F 0.0372 -0.4824 0.7214
C 0.1318 0.2069 0.1062
O 0.0373 0.1721 -0.4604
N 0.0793 -0.0513 -0.0804
N -0.4098 0.4196 0.4449
H -0.0213 -0.1328 0.3483
H -0.0598 0.1529 -0.1867
H -0.0439 -0.5147 -0.2013
H 0.4918 -0.2706 -0.1513
C -0.0420 -0.2746 0.3103
O -0.3103 0.4445 -0.0912
N 0.1952 0.2382 -0.4937
N 0.4410 -0.3590 0.6988
H -0.1085 -0.0713 -0.0124
H -0.0684 0.0870 -0.0492
H -0.1281 0.0357 -0.1755
H 0.0087 -0.0091 -0.2121
C -0.0228 -0.2316 -0.8479
O -0.0762 0.1497 0.2876
N 0.5030 0.4067 1.1296
N 1.5849 -0.0583 0.6851
H -0.3798 -0.2977 -0.3776
H 0.0223 -0.3891 -0.2624
H -1.2339 0.2175 0.2087
H -0.6340 0.0061 -0.6674
C 0.4215 -0.8661 -0.4752
O -0.2568 0.2532 0.1564
N -0.8333 0.3232 -0.0491
N 0.0778 0.2895 0.3996
H 0.4008 0.0499 0.2089
H 0.0510 -0.0482 -0.0939
H -0.0045 -0.0094 -0.0031
H 0.0706 -0.0684 -0.0637
C -0.8400 0.4773 -0.2394
O -0.3539 -0.0151 0.1008
N 0.2775 -0.1993 0.9914
N 0.5676 0.1400 -0.5093
H 0.0567 -0.1035 -0.3940
H 0.1770 -0.0283 -0.0894
H -0.0893 0.1246 0.1701
H -0.0456 -0.3788 -0.2124
C -1.5228 1.4763 0.2170
O 0.3371 -0.8572 0.0580
N 0.4735 -0.1819 -0.9312
N 0.5232 -0.4525 -0.5136
H -0.1152 0.0211 0.6328
H 1.3611 -0.1959 0.0098
H -0.3807 -0.1140 -0.1969
H 0.2952 0.4246 -0.1336
C -0.9420 0.2260 1.6510
O 1.3406 0.8571 -0.3322
N 0.3431 0.5500 -0.0529
N 0.6202 -0.3694 -0.7678
H -0.0072 -0.4008 -0.1746
H -0.0581 -0.0275 -0.0689
H -0.0163 0.0408 -0.0378
H -0.1165 0.0144 0.0112
C 0.2531 1.8947 -1.1430
O 0.7462 -1.4827 1.3439
N 0.2388 -0.9531 0.5955
N 0.2419 -1.0133 0.9154
H -0.0406 0.0326 -0.1418
H -0.0126 0.2664 0.0810
H -0.0603 0.1633 -0.1555
H -0.1823 0.2015 -0.4623
C -0.4009 0.4988 0.1701
O -0.0542 -0.1099 0.1568
N 0.5054 1.0046 -0.6434
N -0.6895 0.2823 0.4762
H -0.3530 -1.1208 0.1065
H 0.3157 -0.3020 -0.0330
H 0.5585 0.0136 -0.3828
H 0.2814 -0.3772 0.0615

total charge = +1
energy relative to the best compared isomer or geometry (same formula, charge and spin) = 89.3 kJ/mol
total energy = -97781.3587 eV
HOMO-LUMO gap = 2.40 eV